The following is a DFT calculation (the ωB97M-V functional and the def2-TZVPD basis) of C6H14F2KN3O6S2 as an isolated structure.

- calculated total energy (eV) = -66631.3072
- E_HOMO (eV) = -8.61
- F_max (eV/A) = 15.2
- Kohn-Sham gap (hartree) = 0.2602

Each line ends with the natural charge from an NBO analysis.
Atoms and positions in Å:
K: -14.87382 31.80789 30.79412  0.997
N: -13.45743 35.30823 29.03655  -1.177
S: -13.95791 36.59180 28.70650  2.420
O: -15.03422 36.62764 27.68196  -0.927
O: -13.03738 37.76593 28.85394  -0.904
F: -14.89938 36.82038 30.03470  -0.548
S: -12.14338 35.33078 27.94044  2.382
O: -10.92786 35.84394 28.49491  -0.870
O: -12.50165 35.51495 26.52816  -0.850
F: -11.93175 33.74352 28.18164  -0.524
C: -9.90250 30.07051 33.94154  0.530
O: -10.82363 29.91286 33.12982  -0.650
N: -8.96686 29.16591 34.24914  -0.420
C: -9.03125 27.78006 33.83737  -0.440
C: -7.79857 29.53325 35.00805  -0.403
H: -9.79809 30.98971 34.53851  0.115
H: -8.77070 27.65420 32.78647  0.203
H: -10.07361 27.47380 33.74900  0.227
H: -8.44620 27.00652 34.33481  0.219
H: -8.01562 30.38969 35.64639  0.212
H: -7.38550 28.70794 35.58799  0.208
H: -7.03153 29.76358 34.26865  0.197
C: -13.60790 26.27364 29.45152  0.522
O: -14.49430 27.08864 29.73038  -0.664
N: -13.95768 24.98452 29.45754  -0.413
C: -12.99115 23.99551 28.94254  -0.430
C: -15.21492 24.52096 29.94042  -0.428
H: -12.57496 26.52014 29.16088  0.141
H: -12.89686 23.14529 29.61807  0.200
H: -11.94042 24.25839 28.82023  0.220
H: -13.24784 23.51920 27.99632  0.200
H: -15.91711 24.24050 29.15532  0.202
H: -15.26324 23.58191 30.49175  0.206
H: -15.49970 25.33012 30.61292  0.245

=====

The following is a DFT calculation (the ωB97M-V functional and the def2-TZVPD basis) of C6H14FeN3 as an isolated structure.

- total charge = -1
- energy relative to the best compared isomer or geometry (same formula, charge and spin) (kcal per mole) = 5.4
- calculated total energy (eV) = -45302.1962
- multiplicity = 5
- E_HOMO (spin up / spin down) (eV) = -0.10 / -1.66
- F_max (eV/A) = 2.3
- Kohn-Sham gap (spin up / spin down) (hartree) = 0.1274 / 0.1879

Each line ends with the natural charge from an NBO analysis.
Atoms and positions in Å:
C: -1.19722 -0.99873 -1.35981  -1.150
Fe: 0.23074 0.32502 -0.18476  0.631
N: 1.56672 0.98980 -1.76101  -1.083
H: -1.40802 0.51100 0.38998  -0.460
H: -1.50197 -0.46455 -0.16329  0.231
H: -2.06447 -1.68795 -1.29137  0.213
H: -0.25833 -1.60892 -1.45923  0.196
H: -1.26219 -0.35112 -2.23630  0.197
H: 2.50673 0.61335 -1.60226  0.377
H: 1.61222 2.01332 -1.75640  0.380
H: 1.25557 0.68320 -2.68854  0.372
N: 1.91647 -1.30223 2.00046  -0.826
C: 2.01163 0.01987 2.22276  0.394
C: 2.89907 0.53242 3.18355  -0.455
C: 3.00707 1.93893 3.35064  -0.353
C: 2.16651 2.75027 2.55464  -0.279
C: 1.30347 2.17015 1.63080  -0.136
N: 1.26117 0.79638 1.40529  -0.729
H: 1.23320 -1.72016 1.38656  0.392
H: 2.43340 -1.92236 2.59419  0.369
H: 3.48771 -0.14909 3.78734  0.177
H: 3.65141 2.39462 4.08257  0.180
H: 2.16857 3.87096 2.63480  0.185
H: 0.61525 2.73832 0.97758  0.176

=====

The following is a DFT calculation (the ωB97M-V functional and the def2-TZVPD basis) of a 2-piece molecular cluster, C6H14IN overall.

- energy relative to the best compared isomer or geometry (same formula, charge and spin) (kcal per mole) = 0.0
- calculated total energy (eV) = -16034.2378
- multiplicity = 3
- E_HOMO (spin up / spin down) (eV) = -6.05 / -8.37
- F_max (eV/A) = 6.6
- Kohn-Sham gap (spin up / spin down) (hartree) = 0.2466 / 0.2443

Each line ends with the natural charge from an NBO analysis.
Atoms and positions in Å:
C: 1.95309 0.17104 -1.13040  -0.666
C: -1.38616 0.71962 1.08838  -0.673
C: -0.25861 -1.45652 1.69928  -0.665
C: -1.28242 0.07230 -1.64920  -0.493
C: 1.27093 0.69113 0.14151  -0.274
C: -0.53987 -0.43790 0.49647  0.282
N: -0.71133 -0.92613 -0.81091  -0.468
I: -1.69352 -2.81248 -1.15841  -0.109
H: 2.83264 0.77213 -1.50866  0.228
H: 2.28777 -0.82824 -0.91655  0.220
H: 1.10663 0.18316 -1.92747  0.218
H: -1.52319 1.54547 0.44794  0.218
H: -2.51650 0.19505 1.02245  0.232
H: -0.96084 0.96767 2.08429  0.238
H: 0.01943 -0.92584 2.62054  0.211
H: -1.21447 -1.85951 2.08835  0.238
H: 0.46875 -2.18167 1.52671  0.229
H: -2.39864 0.22594 -1.36220  0.214
H: -0.82299 1.10359 -1.63138  0.208
H: -1.43704 -0.40076 -2.61092  0.236
H: 1.75625 0.30505 0.99348  0.186
H: 0.82869 1.67557 0.21661  0.189

=====

The following is a DFT calculation (the ωB97M-V functional and the def2-TZVPD basis) of an isolated ion of composition C6H14IN4 and charge +1.

- total charge = +1
- energy relative to the best compared isomer or geometry (same formula, charge and spin) (kcal per mole) = 88.7
- calculated total energy (eV) = -20497.4798
- E_HOMO (spin up / spin down) (eV) = -10.48 / -11.34
- F_max (eV/A) = 4.9
- Kohn-Sham gap (spin up / spin down) (hartree) = 0.2402 / 0.2923

Each line ends with the natural charge from an NBO analysis.
Atoms and positions in Å:
C: 1.32606 -0.23232 -1.10046  -0.255
C: 1.12287 -1.75734 0.93375  -0.031
C: -0.10406 0.05912 -0.41015  -0.127
C: -0.82164 -1.22012 -0.20775  0.064
C: -1.98264 1.51290 -0.06824  0.040
C: -1.33223 2.40654 0.99700  -0.668
N: -0.11650 -2.17781 0.52396  -0.592
N: -0.80543 1.16924 -1.07863  -0.613
N: -2.57941 0.40283 0.47660  -0.630
N: 1.95793 -1.32151 -0.34646  -0.556
I: -4.36822 -0.39132 0.04698  0.382
H: 1.22114 -0.65572 -2.15354  0.221
H: 1.70822 0.78883 -1.10405  0.270
H: 1.26264 -0.75309 1.41839  0.210
H: 1.56480 -2.54152 1.56012  0.252
H: 0.33020 0.59976 0.53171  0.226
H: -1.44320 -1.44129 -1.00728  0.210
H: -2.73075 2.21010 -0.72378  0.201
H: -0.51953 2.96793 0.59863  0.236
H: -1.25093 1.88815 1.94710  0.233
H: -2.11589 2.98477 1.44994  0.244
H: -0.42827 -3.06314 0.76081  0.430
H: -1.20819 0.85022 -1.95445  0.364
H: 2.17005 -1.94868 -1.09697  0.440
H: 2.88170 -1.23476 0.19893  0.450

=====

The following is a DFT calculation (the ωB97M-V functional and the def2-TZVPD basis) of C6H14IrMgO4 as an isolated structure.

- total charge = +4
- calculated total energy (eV) = -22864.8293
- multiplicity = 6
- E_HOMO (spin up / spin down) (eV) = -22.83 / -24.20
- F_max (eV/A) = 3.8
- Kohn-Sham gap (spin up / spin down) (hartree) = 0.2124 / 0.2105

Each line ends with the natural charge from an NBO analysis.
Atoms and positions in Å:
O: -0.03728 0.38620 3.99794  -0.969
Mg: 0.82761 0.15977 5.66366  1.963
C: -1.38611 0.48888 3.67508  -0.059
H: -1.82897 -0.37977 3.16890  0.274
H: -1.25689 1.04529 2.24676  0.429
H: -2.00132 0.97722 4.43903  0.260
O: -0.63741 1.36076 1.00659  -0.636
C: 0.71100 1.40058 1.31548  0.028
C: 1.63546 0.94541 0.21536  -0.171
O: 0.91724 -0.03156 -0.54075  -0.540
C: 1.47206 -0.44776 -1.78497  -0.130
C: 0.42807 -1.32856 -2.42960  -0.122
O: -0.83548 -0.65111 -2.35070  -0.503
C: -1.86270 -1.26282 -3.13657  -0.281
Ir: -0.98771 0.46392 -0.72658  1.356
H: 0.59150 0.80957 2.75628  0.414
H: 1.02786 2.36769 1.73286  0.313
H: 2.56544 0.51438 0.60981  0.286
H: 1.91340 1.78120 -0.44901  0.293
H: 2.39952 -1.01264 -1.62439  0.274
H: 1.68625 0.43646 -2.40367  0.244
H: 0.33933 -2.29158 -1.90695  0.244
H: 0.68245 -1.50557 -3.48250  0.286
H: -2.79274 -0.71902 -2.94922  0.244
H: -1.59566 -1.19190 -4.19775  0.260
H: -1.97490 -2.31506 -2.84509  0.243

=====

The following is a DFT calculation (the ωB97M-V functional and the def2-TZVPD basis) of a 2-piece molecular cluster, C6H14N2 overall.

- energy relative to the best compared isomer or geometry (same formula, charge and spin) (kcal per mole) = 171.1
- calculated total energy (eV) = -9422.0645
- E_HOMO (eV) = -6.69
- F_max (eV/A) = 2.4
- Kohn-Sham gap (hartree) = 0.1397

Each line ends with the natural charge from an NBO analysis.
Atoms and positions in Å:
C: 2.44061 -1.50028 0.36109  -0.488
N: 2.19147 -0.65387 -0.82900  -0.295
C: 1.89094 0.66361 -0.47484  -0.297
C: 0.46622 0.88906 0.10079  -0.376
C: -0.59777 0.72316 -1.02866  -0.464
C: -1.98438 0.80626 -0.54583  -0.128
C: -2.72891 -0.37271 -0.20257  0.009
N: -2.41490 -1.63321 -0.38605  -0.559
H: 3.38953 -2.01370 0.13763  0.221
H: 2.52401 -0.91383 1.27206  0.174
H: 1.69021 -2.28326 0.46269  0.219
H: 1.88663 1.16786 -1.44785  0.196
H: 2.68613 1.10742 0.15018  0.226
H: 0.20029 0.03884 0.74280  0.214
H: 0.28610 1.83617 0.61228  0.221
H: -0.40676 1.47686 -1.81373  0.222
H: -0.48457 -0.28836 -1.46129  0.216
H: -2.41297 1.64554 -0.01586  0.203
H: -3.61429 -0.25859 0.41374  0.176
H: -1.99041 0.44100 2.56500  0.007
H: -1.69421 -1.65027 -1.11540  0.313
H: -1.32297 0.77229 2.50283  -0.008

=====

The following is a DFT calculation (the ωB97M-V functional and the def2-TZVPD basis) of a 2-piece molecular cluster, C6H14N2 overall.

- energy relative to the best compared isomer or geometry (same formula, charge and spin) (kcal per mole) = 58.6
- calculated total energy (eV) = -9426.9415
- SMILES = [H]/N=C(/C)[C@@H](N)C=C.C
- E_HOMO (eV) = -8.60
- F_max (eV/A) = 3.3
- Kohn-Sham gap (hartree) = 0.3510

Each line ends with the natural charge from an NBO analysis.
Atoms and positions in Å:
C: -0.73791 1.82161 -0.94104  -0.702
C: 0.69715 -1.28108 -1.67421  -0.884
C: -1.14458 0.55678 -0.26017  0.365
N: -2.14119 -0.09410 -0.64624  -0.660
H: -2.33674 -0.95635 -0.13563  0.336
H: 0.31586 1.77883 -1.20940  0.233
H: -0.88261 2.67371 -0.27587  0.224
H: -1.33780 1.96162 -1.83711  0.236
H: 0.16986 -2.18666 -1.38858  0.202
H: 1.54905 -1.55466 -2.28704  0.211
H: 0.00803 -0.72490 -2.30450  0.227
C: 1.93921 -0.08259 0.93668  -0.463
N: -0.65668 -1.06250 1.75925  -0.832
C: -0.47959 0.29034 1.33336  -0.147
C: 0.90941 0.73613 1.24717  -0.149
H: -1.62510 -1.28131 1.95860  0.368
H: -0.30445 -1.73023 1.08171  0.366
H: -1.07139 0.95653 1.96867  0.214
H: 1.03518 1.80785 1.17290  0.203
H: 2.94035 0.32559 0.89374  0.210
H: 1.22105 -0.84929 -0.68280  0.234
H: 1.93291 -1.10533 1.29049  0.209

=====

The following is a DFT calculation (the ωB97M-V functional and the def2-TZVPD basis) of one molecule with the formula C6H14N2.

- energy relative to the best compared isomer or geometry (same formula, charge and spin) (kcal per mole) = 29.7
- calculated total energy (eV) = -9428.1973
- SMILES = CNCC(N)=C(C)C
- E_HOMO (eV) = -7.09
- F_max (eV/A) = 2.1
- Kohn-Sham gap (hartree) = 0.2976

Each line ends with the natural charge from an NBO analysis.
Atoms and positions in Å:
C: -0.91843 -0.42716 0.98959  -0.257
C: -2.64440 -0.45252 -0.73502  -0.408
C: 2.72605 0.16964 -0.13730  -0.633
C: 0.88407 1.85986 0.20159  -0.618
N: -1.87925 0.32934 0.20292  -0.637
C: 0.36675 -0.57552 0.20861  0.185
C: 1.26133 0.42629 0.10662  -0.102
N: 0.58825 -1.85180 -0.31725  -0.829
H: -2.44184 1.01606 0.75571  0.366
H: 1.22442 -1.88840 -1.09757  0.380
H: -0.22873 -2.41814 -0.41568  0.376
H: -0.71839 0.11982 1.91330  0.214
H: -1.30404 -1.42855 1.25016  0.169
H: -3.32212 0.19048 -1.27906  0.205
H: -3.22015 -1.26306 -0.26021  0.156
H: -1.96351 -0.91054 -1.45322  0.187
H: 2.99915 -0.86371 0.06370  0.212
H: 3.32043 0.82450 0.50248  0.212
H: 2.98894 0.40590 -1.17327  0.199
H: 0.69100 2.27104 -0.78995  0.212
H: 1.66754 2.45799 0.66911  0.198
H: -0.07708 2.00848 0.79473  0.212

=====

The following is a DFT calculation (the ωB97M-V functional and the def2-TZVPD basis) of one molecule with the formula C6H14N2.

- energy relative to the best compared isomer or geometry (same formula, charge and spin) (kcal per mole) = 85.9
- calculated total energy (eV) = -9425.7597
- E_HOMO (eV) = -6.58
- F_max (eV/A) = 0.4
- Kohn-Sham gap (hartree) = 0.2690

Each line ends with the natural charge from an NBO analysis.
Atoms and positions in Å:
C: 0.53958 -0.33460 -2.06981  -0.423
C: 2.16347 0.40031 1.10846  -0.632
C: 1.06993 0.67483 0.08780  0.132
N: 0.57477 -0.44029 -0.63217  -0.588
H: 1.33044 1.55208 -0.52301  0.172
H: -0.43604 -0.70085 -2.41842  0.210
H: 1.32016 -0.93605 -2.54819  0.187
H: 0.63760 0.69895 -2.44543  0.153
H: 3.07043 0.11042 0.57728  0.234
H: 2.39020 1.27693 1.72318  0.202
H: 1.88019 -0.43403 1.75283  0.214
C: -1.21255 -1.37371 1.04300  -0.653
C: -1.07769 -0.18486 0.12142  0.279
N: -0.28197 1.00262 0.79750  -0.612
C: -2.15798 0.23890 -0.61696  -0.771
H: -0.28719 0.97078 1.81982  0.405
H: -0.72062 1.87662 0.50974  0.424
H: -1.43315 -2.25422 0.44018  0.241
H: -0.28186 -1.57997 1.57154  0.209
H: -2.02098 -1.22999 1.76439  0.212
H: -2.97733 -0.44130 -0.80064  0.213
H: -2.08945 1.10744 -1.26254  0.191